The following is a DFT calculation (wB97M-V/def2-TZVPD) of 15 unconnected molecules or ions with the total composition C20H18BCl56O8P2.

- HOMO (eV) = -4.52
- E_LUMO (eV) = 1.1
- charge = -1

The geometry in XYZ format:
```
105
Properties=species:S:1:pos:R:3:forces:R:3:mulliken_charge:R:1
C -3.112 -4.880 -3.568 -0.28 0.24 0.44 -0.979
C -3.113 -4.962 -1.945 0.31 -0.14 -1.77 -0.170
O -2.155 -4.002 -1.446 -1.58 -0.16 1.37 -0.345
B -2.440 -3.584 -0.094 1.31 -2.70 -0.38 0.391
O -2.466 -4.645 0.929 -1.41 0.73 -1.81 -0.528
P -2.844 -1.793 0.507 -1.12 -0.64 1.13 0.848
O -4.349 -2.417 1.155 -0.84 -0.57 -0.52 -0.841
C -3.690 -1.374 -1.171 -1.07 1.52 -0.38 -0.862
C -4.814 -0.226 -0.938 0.53 -0.90 -1.03 -0.003
C -5.481 0.061 -2.376 0.46 0.32 0.09 -0.011
C -4.516 0.981 -3.276 1.15 1.96 2.30 0.205
O -3.837 1.901 -2.755 -2.58 -3.44 -2.59 -0.508
O -4.470 0.676 -4.679 0.70 -0.22 2.18 -0.353
P -0.902 -0.969 -0.107 2.94 0.61 -3.14 0.684
O -0.317 -1.544 -1.407 -0.99 1.24 2.51 -0.731
O 0.314 -1.020 1.109 -1.14 1.48 -1.39 -0.158
O -1.166 0.726 -0.410 -0.10 -1.64 1.75 -0.343
H -3.649 -5.798 -3.993 0.59 1.33 0.57 0.343
H -3.641 -3.916 -3.909 0.77 -1.50 0.48 0.140
H -2.059 -4.865 -4.003 -1.28 -0.02 0.85 0.249
H -4.157 -4.660 -1.589 1.19 -0.81 -0.37 0.216
H -2.843 -6.049 -1.697 -0.47 1.57 0.16 0.292
H -3.420 -4.874 1.061 1.19 0.39 0.26 0.279
H -3.195 -0.486 1.036 0.09 0.33 0.02 0.169
H -2.223 -2.135 1.795 -0.40 0.45 -0.18 -0.739
H -4.968 -2.657 0.436 0.50 0.34 0.58 0.316
H -2.876 -0.968 -1.860 -1.24 -0.73 0.42 0.320
H -4.253 -2.282 -1.613 1.17 1.18 0.48 0.073
H -5.648 -0.630 -0.251 1.60 0.88 -0.91 0.130
H -4.293 0.694 -0.496 -1.14 -1.22 -0.71 0.196
H -5.632 -0.924 -2.935 0.03 1.38 0.76 0.204
H -6.496 0.561 -2.196 1.39 -0.45 -0.67 0.175
H -3.682 0.083 -4.765 -0.72 0.67 -0.10 0.271
H 0.864 -0.219 0.910 -0.55 -1.00 0.36 0.006
H -1.755 1.027 0.331 0.57 -0.24 -0.91 0.294
C 0.526 -4.047 3.742 -0.37 0.19 -0.13 0.238
Cl 0.177 -5.724 4.223 0.11 0.07 0.01 -0.057
Cl 1.210 -3.164 5.128 0.05 -0.11 -0.05 -0.140
Cl 1.697 -4.048 2.406 -0.18 -0.03 0.24 -0.120
Cl -0.973 -3.258 3.214 0.79 -0.31 0.25 -0.055
C 1.396 3.485 0.602 -0.22 -0.11 -0.12 0.071
Cl 0.821 3.601 2.279 0.19 0.01 -0.44 0.095
Cl 1.940 1.827 0.273 0.03 0.42 -0.25 -0.105
Cl 0.076 3.903 -0.509 0.27 -0.06 0.24 -0.082
Cl 2.750 4.612 0.364 -0.48 -0.11 -0.37 0.035
C -2.303 1.557 -7.502 -0.16 0.27 0.16 0.359
Cl -1.585 2.809 -6.469 -0.18 -0.31 -0.15 -0.026
Cl -4.033 1.892 -7.724 0.33 -0.07 -0.02 -0.099
Cl -1.492 1.553 -9.083 -0.19 0.11 0.28 -0.103
Cl -2.100 -0.032 -6.730 0.15 0.11 -0.25 -0.145
C 0.307 6.362 -7.062 -0.02 -0.08 0.00 0.294
Cl 0.495 5.836 -5.376 -0.04 0.07 -0.27 -0.031
Cl -1.357 6.927 -7.324 0.27 -0.10 0.05 -0.090
Cl 1.442 7.687 -7.400 -0.15 -0.17 0.06 -0.121
Cl 0.647 4.999 -8.149 -0.01 0.28 0.15 -0.049
C 3.119 8.509 -0.947 -0.13 -0.07 0.01 0.285
Cl 2.441 8.003 -2.509 0.12 0.08 0.26 -0.060
Cl 4.715 7.759 -0.724 -0.22 0.10 -0.02 -0.095
Cl 3.287 10.278 -0.920 0.00 -0.25 -0.01 -0.115
Cl 2.037 7.996 0.363 0.18 0.20 -0.23 -0.051
C 0.117 -9.925 2.732 0.00 0.26 -0.16 0.327
Cl 0.188 -8.520 1.650 -0.04 -0.30 0.26 -0.038
Cl 1.743 -10.621 2.908 -0.23 0.06 0.00 -0.110
Cl -0.483 -9.416 4.325 0.19 -0.08 -0.23 -0.095
Cl -0.979 -11.145 2.048 0.19 0.18 0.04 -0.082
C -3.968 -12.229 4.449 0.07 0.14 0.01 0.314
Cl -4.651 -12.722 2.885 0.12 0.07 0.23 -0.093
Cl -2.378 -12.991 4.668 -0.31 0.07 0.04 -0.076
Cl -3.790 -10.463 4.486 -0.14 -0.39 -0.01 -0.043
Cl -5.055 -12.742 5.758 0.14 0.05 -0.19 -0.110
C 4.878 2.640 3.599 0.03 -0.05 -0.03 0.187
Cl 4.907 4.028 2.486 0.26 -0.38 0.57 -0.058
Cl 6.520 1.985 3.770 -0.29 0.26 -0.15 -0.009
Cl 4.282 3.169 5.187 0.08 -0.06 -0.22 -0.100
Cl 3.807 1.381 2.956 0.29 0.22 0.28 0.031
C 7.313 -0.910 6.916 -0.24 -0.13 -0.09 0.318
Cl 6.753 -0.776 8.596 0.13 0.00 -0.26 -0.106
Cl 7.880 -2.566 6.610 -0.07 0.27 0.06 -0.101
Cl 5.975 -0.529 5.813 0.28 -0.25 0.38 -0.035
Cl 8.649 0.233 6.645 -0.41 -0.68 0.48 -0.060
C -9.482 0.005 -0.448 0.11 -0.06 0.02 0.309
Cl -10.911 -0.642 0.388 0.17 0.10 -0.12 -0.121
Cl -9.002 1.542 0.303 -0.07 -0.27 -0.14 -0.095
Cl -8.145 -1.156 -0.323 -0.47 0.19 0.01 -0.010
Cl -9.871 0.278 -2.160 0.06 -0.03 0.25 -0.107
C 10.023 3.969 4.515 0.06 0.03 0.04 0.257
Cl 9.602 2.364 5.154 0.28 0.85 -0.52 -0.063
Cl 11.747 4.001 4.081 -0.24 0.02 0.06 -0.097
Cl 9.044 4.310 3.073 0.20 -0.05 0.22 -0.076
Cl 9.703 5.201 5.754 0.04 -0.48 0.02 -0.073
C 1.016 -1.222 -11.488 -0.03 -0.05 0.16 0.302
Cl 2.252 0.026 -11.753 -0.19 -0.18 0.03 -0.101
Cl 1.751 -2.830 -11.664 -0.10 0.25 0.00 -0.105
Cl 0.345 -1.052 -9.853 0.24 -0.16 -0.41 -0.001
Cl -0.284 -1.031 -12.684 0.19 -0.02 0.17 -0.102
C 9.955 9.224 4.104 -0.03 -0.09 -0.10 0.300
Cl 11.359 9.962 3.304 -0.20 -0.09 0.14 -0.106
Cl 10.189 9.263 5.865 -0.03 -0.01 -0.25 -0.111
Cl 8.488 10.133 3.682 0.24 -0.14 0.08 -0.095
Cl 9.784 7.541 3.567 0.02 0.62 -0.11 0.007
C -0.246 5.615 5.627 0.02 -0.04 -0.08 0.313
Cl 1.175 6.341 4.846 -0.21 -0.12 0.13 -0.072
Cl -0.023 5.627 7.390 -0.03 0.00 -0.26 -0.103
Cl -1.696 6.552 5.207 0.24 -0.15 0.07 -0.098
Cl -0.439 3.941 5.066 -0.06 0.29 0.35 -0.077
```
Forces are in eV/Å.

=====

The following is a DFT calculation (wB97M-V/def2-TZVPD) of a molecular structure, C5H8OS2.

- HOMO (eV) = -8.92
- energy relative to the best compared isomer or geometry (same formula, charge and spin) (kcal/mol) = 135.58
- E_LUMO (eV) = -0.2

The geometry in XYZ format:
```
16
Properties=species:S:1:pos:R:3:forces:R:3:mulliken_charge:R:1
C 0.315 -1.949 1.326 -4.07 0.69 1.51 -0.872
C 1.621 -1.099 1.305 3.65 0.46 -2.12 -0.163
C 1.521 0.073 0.244 -4.02 -3.33 0.42 -0.380
C -0.747 -0.469 -1.038 -1.79 2.63 2.75 -0.545
C -0.810 0.718 0.115 1.05 0.53 -2.39 0.166
H -0.459 -1.726 0.069 3.85 -2.50 5.48 0.045
H 0.294 -3.127 1.740 0.54 3.48 -1.39 0.303
H -0.515 -1.316 2.196 2.45 -2.05 -2.64 0.177
H 2.517 -1.688 0.783 -1.73 0.64 1.50 0.237
H 2.142 -0.502 2.200 -1.72 -1.89 -1.14 0.307
H 2.347 0.710 0.120 1.03 0.68 -0.25 0.516
H -1.237 -1.301 -0.465 -1.33 0.70 -1.77 0.353
H -1.255 -0.054 -1.860 -1.30 0.07 -0.86 0.523
O 0.399 0.835 0.728 -1.30 0.81 -0.82 -0.330
S 0.861 -0.691 -1.486 3.46 0.56 0.97 -0.103
S -2.013 1.859 0.091 1.24 -1.50 0.75 -0.233
```
Forces are in eV/Å.

=====

The following is a DFT calculation (wB97M-V/def2-TZVPD) of a gas-phase ion, C9H19N2Si (charge +1).

- HOMO (eV) = -12.91
- energy relative to the best compared isomer or geometry (same formula, charge and spin) (kcal/mol) = 59.47
- E_LUMO (eV) = -3.5
- charge = +1

The geometry in XYZ format:
```
31
Properties=species:S:1:pos:R:3:forces:R:3:mulliken_charge:R:1
C -1.104 -1.393 -0.705 -0.33 0.02 -1.21 -0.358
C -0.471 -0.905 0.370 0.49 -1.38 1.03 -0.588
C -0.249 0.771 -1.159 -3.24 -3.36 -3.92 0.037
C -1.644 -1.993 2.275 -1.73 0.12 -2.54 -1.625
C 0.312 -0.539 2.734 1.04 -0.94 1.49 -1.947
C 0.763 -2.676 1.690 1.71 -1.26 -3.19 -1.477
C 1.098 1.614 -3.624 -0.93 1.05 0.58 -1.010
C 0.844 3.566 -1.111 0.86 -0.06 0.84 -1.092
C -0.263 -1.597 1.766 0.00 2.12 -0.54 2.126
N -1.052 -0.599 -1.812 3.81 4.71 4.40 -0.284
N 0.016 0.315 0.012 0.11 1.34 2.05 0.226
Si -0.074 2.385 -2.277 1.39 -0.80 0.54 0.307
H -1.522 -2.348 -0.643 -0.88 -1.23 -0.55 0.535
H -1.483 -2.327 3.214 0.29 -0.70 3.52 0.526
H -2.272 -1.060 2.283 0.29 -1.16 0.10 0.363
H -2.240 -2.900 1.864 1.22 1.69 -0.29 0.319
H 0.574 -0.987 3.764 -0.93 0.55 -1.51 0.335
H 1.293 -0.170 2.448 0.26 -0.11 -0.55 0.457
H -0.286 0.335 2.857 -0.89 0.56 0.38 0.522
H 1.827 -2.272 1.493 -1.70 -0.37 0.11 0.332
H 0.902 -3.342 2.521 -0.55 -0.08 0.63 0.431
H 0.492 -3.306 0.767 0.65 0.48 1.40 0.330
H 0.476 1.000 -4.290 0.53 0.00 0.12 0.296
H 1.573 2.418 -4.192 -0.24 -0.04 -0.17 0.371
H 1.928 1.073 -3.154 -0.45 -0.18 -0.01 0.329
H 1.948 3.413 -1.037 -0.67 -0.18 -0.81 0.355
H 0.706 4.575 -1.475 0.00 0.40 -0.12 0.338
H 0.649 3.623 -0.015 -0.80 -0.28 -0.77 0.346
H -1.587 -0.435 -2.625 -0.77 -0.54 -0.69 0.271
H 0.298 0.901 0.805 0.52 0.11 -0.74 0.264
H -1.454 2.861 -2.745 0.93 -0.47 0.39 -0.033
```
Forces are in eV/Å.

=====

The following is a DFT calculation (wB97M-V/def2-TZVPD) of a single C4H8N2O molecule.

- HOMO (alpha / beta) (eV) = -7.48 / -7.48
- energy relative to the best compared isomer or geometry (same formula, charge and spin) (kcal/mol) = 58.53
- E_LUMO (alpha / beta) (eV) = 0.3 / 0.3

The geometry in XYZ format:
```
15
Properties=species:S:1:pos:R:3:forces:R:3:mulliken_charge:R:1
C -2.481 -0.175 -0.171 -0.13 -0.11 -0.05 -0.640
N -1.265 -0.203 -0.668 0.09 0.19 0.03 -0.014
C -0.106 -0.200 0.031 -0.09 -0.05 -0.11 -0.065
N -0.215 0.069 1.407 -0.06 -0.11 0.00 -0.603
C 1.091 -0.094 -0.766 -0.07 -0.03 -0.10 0.859
O 1.039 -0.275 -1.988 0.01 0.09 0.28 -0.701
C 2.379 0.277 -0.061 0.04 0.02 -0.03 -1.114
H -3.313 0.114 -0.788 0.04 -0.28 -0.24 0.240
H -0.997 0.725 1.505 0.19 0.10 0.29 0.309
H -2.641 -0.465 0.859 0.08 0.26 -0.11 0.307
H -1.110 -0.131 -1.680 0.02 0.02 0.18 0.263
H -0.483 -0.745 1.956 0.17 0.02 -0.04 0.244
H 2.740 -0.548 0.563 -0.12 0.06 -0.09 0.284
H 3.142 0.519 -0.803 -0.16 -0.07 0.06 0.330
H 2.219 1.130 0.606 -0.01 -0.12 -0.07 0.302
```
Forces are in eV/Å.